The following is a quantum chemistry calculation of a molecular structure, C13H10F5NPm at a distorted geometry, from OMol25.

```
30
Properties=species:S:1:pos:R:3
C -1.749 1.619 -2.376
C -2.176 2.351 -1.231
C -2.843 1.448 -0.338
C -2.811 0.145 -0.941
C -2.129 0.249 -2.195
Pm -0.347 0.725 -0.283
N 1.320 0.328 -1.681
C 1.993 1.558 -1.230
C 1.216 2.518 -0.359
H -3.211 1.681 0.658
H -1.977 3.410 -1.039
H -3.223 -0.770 -0.508
H -1.941 -0.558 -2.894
H -1.231 2.022 -3.237
H 0.834 3.396 -0.828
H 2.923 1.310 -0.692
H 1.953 -0.195 -2.274
H 1.494 2.593 0.681
H 2.238 2.103 -2.158
F 2.146 0.252 1.885
C 1.479 -0.958 1.926
C 0.361 -1.191 1.148
C -0.295 -2.402 1.072
F -1.330 -2.593 0.179
C 0.116 -3.428 1.931
F -0.546 -4.607 1.974
C 1.218 -3.172 2.779
F 1.597 -4.134 3.641
C 1.934 -1.960 2.786
F 2.987 -1.740 3.607
```

As for the total charge: -1. As for the total energy: -45273.3881 eV. The calculation puts the HOMO energy (spin up / spin down) at -0.11799 / -0.11920 hartree. Its LUMO energy (spin up / spin down) is 2.743 / 2.745 eV. The spin multiplicity is 5. The calculation puts the largest force on an atom at 0.0380 Eh/bohr.



The following is a quantum chemistry calculation of 2 unconnected molecules or ions with the total composition C13H10F5O6 at a distorted geometry, from OMol25.

```
34
Properties=species:S:1:pos:R:3
F -1.318 -2.316 0.907
C -1.657 -1.818 -0.302
C -1.315 -0.556 -0.699
F -1.464 0.506 0.147
C -1.313 -0.212 -2.138
O -0.726 0.776 -2.589
C -2.218 -1.063 -2.927
F -2.454 -0.702 -4.200
C -2.796 -2.181 -2.441
F -3.704 -2.861 -3.160
C -2.536 -2.697 -1.103
O -3.007 -3.762 -0.686
C 1.100 4.366 -1.906
C 1.966 3.170 -1.594
O 1.171 2.310 -0.747
C 1.438 0.986 -0.711
C 0.906 0.450 0.542
F 0.492 1.398 1.392
C 1.128 -0.842 1.172
O 1.716 -1.763 0.629
O 0.624 -0.781 2.426
C 1.149 -1.664 3.442
C 0.081 -1.774 4.492
O 2.093 0.330 -1.489
H 1.708 5.092 -2.455
H 0.274 4.037 -2.552
H 0.697 4.834 -0.997
H 2.211 2.611 -2.502
H 2.881 3.449 -1.046
H 1.354 -2.637 2.988
H 2.073 -1.223 3.844
H 0.472 -2.356 5.325
H -0.247 -0.797 4.857
H -0.780 -2.308 4.081
```

As for the total charge: -1. As for the total energy: -39513.1454 eV. The calculation puts the HOMO energy at -0.12468 hartree. Its LUMO energy is 0.908 eV. The calculation puts the largest force on an atom at 0.0549 Eh/bohr. The energy above the lowest of the compared OMol25 structures with the same formula, charge and spin is 0.0000 eV.



The following is a quantum chemistry calculation of a molecular structure, C13H10IrN2O4, from OMol25.

```
30
Properties=species:S:1:pos:R:3
Ir -0.764 0.167 0.318
O -0.159 -3.443 -2.171
C -0.132 -2.302 -1.510
O -0.323 -2.192 -0.321
C 0.192 -1.122 -2.376
C 0.547 -1.230 -3.709
C 0.889 -0.074 -4.389
C 0.870 1.136 -3.712
C 0.492 1.161 -2.379
N 0.152 0.044 -1.735
C 0.473 2.402 -1.513
O 0.640 3.584 -2.083
O 0.328 2.321 -0.320
H -0.356 -4.167 -1.554
H 0.562 -2.199 -4.188
H 1.180 -0.113 -5.430
H 1.171 2.035 -4.234
H 0.676 3.552 -3.046
N -2.370 0.882 0.879
C -3.149 1.685 1.593
C -4.550 1.460 1.648
C -5.354 2.308 2.371
C -4.803 3.388 3.062
C -3.428 3.620 3.022
C -2.602 2.792 2.299
H -4.959 0.614 1.111
H -6.421 2.134 2.408
H -5.445 4.047 3.630
H -3.007 4.459 3.560
H -1.534 2.959 2.249
```

As for the total charge: +1. As for the total energy: -27643.1386 eV. The calculation puts the HOMO energy (spin up / spin down) at -0.38103 / -0.42718 hartree. Its LUMO energy (spin up / spin down) is -4.434 / -4.934 eV. The spin multiplicity is 5. The calculation puts the largest force on an atom at 0.0051 Eh/bohr. The energy above the lowest of the compared OMol25 structures with the same formula, charge and spin is 0.0000 eV.



The following is a quantum chemistry calculation of a molecular structure, C13H10N2O8SeTi, from OMol25.

```
35
Properties=species:S:1:pos:R:3
Ti -1.304 0.188 -1.058
O 5.394 0.372 -2.648
C 4.777 1.423 -2.438
O 5.089 2.620 -2.435
C 3.279 1.184 -2.072
C 2.431 2.255 -1.817
C 1.116 2.024 -1.482
N 0.635 0.771 -1.377
C 1.462 -0.280 -1.632
C 2.770 -0.117 -1.991
C 0.785 -1.609 -1.525
O 1.261 -2.683 -1.638
O -0.571 -1.412 -1.254
H 2.840 3.254 -1.897
H 0.409 2.824 -1.296
H 3.425 -0.952 -2.207
O -4.629 1.981 -2.415
Se -3.304 1.444 -1.755
O -2.280 2.341 -0.823
O -2.060 0.771 -2.734
O -3.316 0.058 -0.778
N -1.183 0.561 1.072
C -1.267 -0.547 2.024
C -2.102 -1.619 1.761
C -2.163 -2.664 2.671
C -1.392 -2.637 3.824
C -0.559 -1.557 4.075
C -0.497 -0.504 3.175
H -0.327 1.081 1.256
H -1.949 1.222 1.211
H -2.716 -1.643 0.869
H -2.814 -3.504 2.470
H -1.438 -3.459 4.525
H 0.045 -1.530 4.971
H 0.153 0.342 3.367
```

As for the total charge: 0. As for the total energy: -121464.2534 eV. The calculation puts the HOMO energy at -0.31396 hartree. Its LUMO energy is -2.932 eV. The calculation puts the largest force on an atom at 0.0138 Eh/bohr. The energy above the lowest of the compared OMol25 structures with the same formula, charge and spin is 0.1182 eV.